No. 1
DFT (wB97M-V/def2-TZVPD) results for C41H37AsN7O10S3SbTa as an isolated structure.

Structure (XYZ):
```
101
Properties=species:S:1:pos:R:3:forces:R:3
Ta 0.77190 -1.37451 -0.12880 -0.4 -2.3 1.6
Sb -0.73180 1.96437 2.57894 -0.2 -0.1 -0.6
As 2.72705 0.64267 1.27615 0.3 -1.1 0.5
S -0.10750 1.08962 0.48261 0.0 0.4 0.0
S 2.20908 0.00750 -2.20227 -1.0 -0.6 1.1
S 0.38313 -3.50307 1.82245 0.0 0.2 -0.1
O 2.83568 -0.79911 -1.12072 0.3 0.1 -0.7
O 0.32999 -3.03487 -1.22152 0.4 0.6 -0.6
O 0.71264 -0.35980 -1.91856 0.9 0.4 -0.4
O 2.46936 1.42895 2.66781 0.0 0.1 -0.1
O 2.57435 -0.15444 -3.55522 0.0 0.1 -0.1
O 4.34423 -0.04075 1.25929 0.0 0.0 -0.1
O 1.84198 -0.94295 1.41214 0.5 1.5 -0.9
O 1.94729 -3.29723 -2.75508 -0.1 -0.1 0.1
O -2.88797 -6.46705 -6.59368 -0.1 0.3 0.1
O -4.39576 -5.27334 -5.60406 0.3 0.0 -0.2
N 2.78115 -3.04797 -0.00693 -0.1 0.4 -0.2
N 2.69242 -6.48302 0.81234 0.0 0.1 0.0
N -1.89330 0.76026 -2.33186 -0.2 0.0 0.0
N 1.62664 -5.92235 1.46762 0.1 0.1 0.0
N -3.24721 -5.62537 -5.79437 -0.1 -0.2 0.2
N -0.47362 3.98389 -6.37634 0.0 0.0 0.0
N 2.56503 -4.32871 0.46162 -0.2 0.0 0.0
C -1.28763 -1.60892 0.39561 -0.3 0.1 0.0
C -0.28366 -3.93832 -3.31374 0.1 -0.2 0.0
C -3.30229 5.30735 1.27162 0.0 0.0 0.0
C -2.50534 0.28383 6.14264 0.0 0.0 0.0
C 3.25409 -5.49305 0.19792 0.1 -0.2 0.0
C -1.62440 -3.64886 -3.07912 -0.1 0.0 0.0
C 1.23329 2.63032 4.79206 -0.2 0.0 0.0
C -3.27556 2.54338 1.12825 0.0 0.0 0.0
C 0.09229 -4.76183 -4.37034 -0.1 0.1 -0.1
C -4.30747 4.64251 0.58977 0.0 0.1 0.0
C 4.44586 -5.56076 -0.67519 0.0 0.0 -0.1
C -0.87575 -5.32188 -5.18878 0.0 0.1 0.1
C -1.68610 0.96609 5.25386 0.0 0.0 0.1
C -1.19449 2.41542 -4.44561 0.0 0.0 -0.1
C 2.13382 3.42054 5.48194 0.0 0.0 0.0
C -2.28096 4.59231 1.88598 0.0 0.0 0.2
C 0.78071 -3.39291 -2.41879 -0.1 0.1 0.1
C 2.42776 4.70072 5.03329 0.0 0.0 0.0
C -1.35925 1.05063 -4.64905 0.0 0.0 0.1
C -1.82298 0.76037 3.88175 -0.1 -0.2 0.4
C 1.51197 -4.60712 1.26930 0.0 -0.1 0.0
C 3.04576 4.18062 -0.77287 0.1 0.0 0.2
C 1.83851 5.18342 3.87721 0.0 0.0 0.0
C -2.60245 -4.18095 -3.90400 0.2 0.0 0.0
C -2.82204 -0.08985 3.41149 0.1 0.0 -0.1
C 3.08984 3.13014 0.14524 0.0 0.1 -0.1
C 0.92768 4.39749 3.18356 -0.1 0.0 -0.1
C -4.29848 3.25744 0.52603 0.0 0.0 0.0
C -1.74901 2.07027 -2.15775 0.0 0.1 -0.2
C -1.71225 0.27410 -3.55629 0.0 0.0 -0.1
C 2.80136 1.83983 -0.26772 -0.3 0.1 -0.1
C 2.41597 2.66873 -2.52414 0.1 0.2 0.1
C -1.39977 2.94286 -3.17727 0.0 0.0 0.0
C -3.46959 -0.59081 5.67036 0.0 0.0 0.0
C 2.69737 3.96070 -2.08800 -0.1 -0.1 -0.2
C 0.59165 3.13370 3.66019 0.5 0.3 0.2
C -2.19821 -5.01467 -4.92996 -0.2 -0.1 -0.3
C -2.25525 3.20227 1.81663 -0.1 0.1 -0.3
C 2.46784 1.62853 -1.61694 0.2 0.1 0.1
C -3.63645 -0.76620 4.30482 0.0 0.0 0.0
C -0.80153 3.27999 -5.53043 0.0 0.0 0.0
H -3.27730 1.46475 1.02910 0.1 0.0 0.0
H -1.90118 2.44866 -1.15721 0.0 0.0 0.0
H 3.33367 3.32252 1.18304 0.0 0.0 0.0
H -5.08229 2.72980 -0.00109 0.0 0.0 0.0
H -4.40745 -1.42549 3.92932 0.0 0.0 0.0
H -1.83805 -0.79620 -3.67739 0.0 0.0 0.0
H 4.79513 -6.58883 -0.71149 0.0 0.0 0.0
H -5.09933 5.20220 0.10974 0.0 0.0 0.0
H 1.01917 -6.49561 2.02420 -0.1 -0.1 0.0
H 2.18097 2.47252 -3.56211 0.0 0.0 0.0
H 3.50151 -2.57253 0.52990 0.0 0.0 0.0
H -1.87650 -0.88212 -0.17116 -0.1 0.0 0.0
H -0.62416 -5.97855 -6.00721 0.0 0.0 0.0
H -1.41726 -1.44008 1.46504 -0.2 0.1 0.0
H 3.13407 5.31435 5.57666 0.0 0.0 0.0
H 4.20397 -5.23266 -1.68765 0.0 0.0 0.0
H -2.38911 0.44544 7.20579 0.0 0.0 0.0
H -1.28449 4.00114 -2.98910 0.0 0.0 0.0
H -1.59240 -2.62441 0.15419 -0.1 0.0 0.1
H 3.28678 5.18209 -0.44161 0.0 0.0 0.0
H -1.21816 0.60893 -5.62503 0.0 0.0 0.0
H 4.59452 -0.16598 2.18346 0.1 0.0 0.1
H 5.24640 -4.92626 -0.29297 0.0 0.0 0.0
H 0.51740 4.77695 2.25664 -0.1 0.0 0.0
H 3.00089 -3.06507 -1.00219 0.0 -0.1 -0.1
H 2.09093 6.16751 3.50546 0.0 0.0 0.0
H 2.65858 4.78516 -2.78672 0.0 0.0 0.0
H -0.96723 1.67066 5.65077 0.0 0.0 0.0
H 1.14133 -4.95618 -4.54512 0.0 0.0 0.0
H 1.06507 1.61367 5.12195 0.0 0.0 0.0
H -1.53995 5.14424 2.44570 0.1 0.0 0.0
H -3.65151 -3.97264 -3.76065 0.0 0.0 0.0
H -2.99534 -0.21883 2.35223 0.1 -0.1 0.0
H -3.31009 6.38727 1.33481 0.0 0.0 0.0
H 2.62635 3.02751 6.36104 0.0 0.0 0.0
H -4.10384 -1.12408 6.36572 0.0 0.0 0.0
H -1.90077 -3.00998 -2.25111 0.0 0.0 0.0
```
Forces are in eV/Å.

The net charge is +1.

Results of the Mulliken charge analysis, in e, for atoms 1 through 2: 1.2879, 1.5572

---

No. 2
DFT (wB97M-V/def2-TZVPD) results for a 2-piece molecular cluster, C5H14 overall.

Structure (XYZ):
```
19
Properties=species:S:1:pos:R:3:forces:R:3
C 0.29797 0.47885 2.39493 -0.5 -0.4 2.1
C -0.93052 -0.18247 -1.49454 -0.1 0.4 1.4
C 1.12460 1.42702 1.62973 0.3 -0.2 0.1
C -1.21273 -1.64942 -1.85990 -0.2 -1.2 -1.0
C 0.53739 -0.12839 -1.09795 -0.5 -0.5 -0.6
H -1.90500 -2.20540 -1.22973 -0.3 0.6 0.3
H 0.68766 0.53053 3.46813 0.3 -0.1 -0.6
H 0.82528 0.95737 -0.93629 -0.2 0.4 0.1
H 0.76157 -0.70446 -0.20672 0.0 -0.1 -0.1
H 1.17938 -0.41876 -1.93644 0.4 0.1 0.2
H -0.69334 0.82097 2.72276 -0.1 0.3 -0.7
H -1.56701 0.05438 -0.63667 0.0 0.1 0.0
H -1.21374 0.51845 -2.27077 0.3 0.0 -0.2
H 0.20197 -0.58497 2.19455 0.5 0.1 -0.6
H 0.59001 1.46174 0.60582 0.2 0.2 -0.2
H -1.59637 -1.59282 -2.89093 0.0 -0.2 0.2
H -0.39017 -2.36938 -1.93488 0.4 0.5 0.0
H 2.15959 1.18155 1.38796 -0.2 -0.5 0.0
H 1.14345 2.40521 2.09093 -0.4 0.4 -0.3
```
Forces are in eV/Å.

As for the expectation value of S²: 0.75. The spin multiplicity is 2. The net charge is +1.

Results of the Mulliken charge analysis, in e, for atoms 1 through 2: -0.8672, -0.0690

---

No. 3
DFT (wB97M-V/def2-TZVPD) results for C27H38N7O6PdSSi as an isolated structure.

Structure (XYZ):
```
81
Properties=species:S:1:pos:R:3:forces:R:3
Pd -0.01260 -0.74081 -0.77468 -0.1 -0.4 -0.3
S -2.93853 4.25704 3.68198 0.0 0.0 0.0
Si -1.36585 -1.92709 1.87362 0.1 0.0 0.0
O -0.18330 1.21384 -4.64904 0.0 0.0 0.0
O -3.93511 3.83932 4.63473 0.0 0.0 0.0
O -4.98766 4.25055 -0.29575 0.1 0.1 -0.1
O -2.74886 5.66350 3.41466 0.0 0.0 0.0
O 0.87553 -3.39638 -1.77271 -0.1 -0.2 0.0
O -5.37643 3.17632 -2.13148 0.1 0.1 0.0
N 3.06968 1.05294 -3.42445 0.0 0.0 0.0
N 0.97522 0.44068 -2.78852 0.0 0.1 0.4
N 2.69401 0.06663 -1.29367 -0.2 -0.3 0.0
N -0.25378 -2.33868 0.64115 0.0 0.0 0.0
N -1.68919 1.46288 -1.42880 0.0 0.1 -0.1
N -2.43828 3.11403 -0.14534 0.0 0.1 0.0
N -4.65861 3.47809 -1.19378 -0.2 -0.3 0.2
C 0.32949 -3.56630 0.58812 -0.1 0.1 0.0
C 0.40758 -4.43836 1.71284 0.1 0.0 0.0
C -1.37242 3.57375 4.19624 0.0 0.0 0.0
C 1.91466 -2.57590 -3.69513 0.0 0.0 0.0
C 4.42572 -2.95489 -2.58865 0.0 0.0 0.0
C -3.39766 2.84440 -1.10829 0.0 0.0 0.0
C 0.82768 1.06524 -3.99717 -0.1 -0.1 -0.1
C -2.69023 -3.25023 2.13145 0.0 0.0 0.0
C -0.16076 2.17178 0.37601 0.1 -0.1 0.1
C 1.43056 -6.23913 0.48425 0.0 0.0 -0.1
C 1.39948 -5.42105 -0.63629 0.0 0.0 0.0
C -2.32886 -0.34483 1.52842 0.0 0.0 -0.1
C 4.31605 -2.41236 -3.86124 0.0 0.0 0.0
C 4.43081 1.47067 -3.23671 0.0 0.0 0.0
C 3.29664 -3.30798 -1.86035 0.0 0.0 0.0
C -2.47096 4.03563 0.98109 0.0 -0.1 0.0
C 0.89865 -4.13278 -0.58480 0.1 0.1 -0.1
C -0.58298 -1.54833 3.56435 0.0 0.0 0.0
C 3.04883 -2.22563 -4.40539 0.0 0.0 0.0
C -2.90161 1.83255 -1.88886 0.0 0.0 0.0
C 0.93080 -5.71690 1.66903 -0.1 0.1 0.0
C 2.26754 0.50161 -2.47848 0.0 0.0 0.0
C -1.42594 2.24419 -0.39751 0.0 0.0 0.0
C 2.21024 1.56314 -4.46611 0.0 0.0 0.0
C 2.03240 -3.12182 -2.41654 0.0 0.1 0.2
C -3.25606 3.43192 2.14448 -0.1 0.0 -0.1
C -0.88695 4.27853 5.45552 0.0 0.0 0.0
H -1.54183 2.50850 4.35748 0.0 0.0 0.0
H 2.45238 1.15512 -5.44978 0.0 0.0 0.0
H -4.32974 3.52234 1.97540 0.0 0.0 0.0
H -0.30130 2.40187 1.43271 0.0 0.0 0.0
H -3.02154 2.37611 2.29159 0.0 0.0 0.0
H -3.37262 1.36362 -2.73571 0.0 0.0 0.0
H -1.31790 -1.05869 4.21231 0.0 0.0 0.0
H -0.76666 5.34589 5.27764 0.0 0.0 0.0
H -3.12374 -0.24988 2.27675 0.0 0.0 0.0
H 0.59262 2.84691 -0.03667 0.0 0.0 0.0
H -1.43419 4.21824 1.25480 0.0 0.0 0.0
H 4.95780 0.76517 -2.59616 0.0 0.0 0.0
H -2.77198 -0.32943 0.52949 0.0 0.0 0.1
H 5.40538 -3.11099 -2.14998 0.0 0.0 0.0
H -2.91037 4.98031 0.68313 0.0 0.0 0.0
H 4.94240 1.47304 -4.19970 0.0 0.0 0.0
H -3.26696 -3.37137 1.21071 0.0 0.0 0.0
H 0.04253 -4.07085 2.66175 0.0 0.0 0.0
H -0.67554 3.69796 3.36677 0.0 0.0 0.0
H 0.07374 3.86434 5.75879 0.0 0.0 0.0
H 3.65882 -0.19545 -1.17703 0.0 -0.1 0.0
H 0.25527 -0.85842 3.42606 0.0 0.0 0.0
H 4.50746 2.47219 -2.79694 0.0 0.0 0.0
H 5.20199 -2.14486 -4.42382 0.0 0.0 0.0
H -3.38160 -2.95670 2.92702 0.0 0.0 0.0
H 1.77897 -5.77827 -1.58709 0.0 0.0 0.0
H 2.94116 -1.79687 -5.39503 0.0 0.0 0.0
H -2.26923 -4.22366 2.38693 0.0 0.0 0.0
H -0.20438 -2.42308 4.09618 0.0 0.0 0.0
H 1.83044 -7.24306 0.42814 0.0 0.0 0.0
H 0.20688 1.12152 0.28782 0.0 0.2 0.0
H 1.90961 -0.53666 -0.84384 0.4 0.3 0.1
H 3.38550 -3.72706 -0.86763 0.0 0.0 0.0
H 0.94415 -6.31074 2.57668 0.0 0.0 0.0
H 2.22074 2.65617 -4.51978 0.0 0.0 0.0
H -1.59482 4.13886 6.27148 0.0 0.0 0.0
H 0.92153 -2.40825 -4.09064 0.0 0.0 0.0
H -1.66388 0.51634 1.62198 0.0 0.0 0.0
```
Forces are in eV/Å.

The net charge is -1.

Results of the Mulliken charge analysis, in e, for atoms 1 through 2: -0.4382, 1.2872

---

Total energy values (in eV) by entry order: -175449.6199; -5400.4477; -73524.1823.